(1)
DFT (ωB97M-V/def2-TZVPD) results for a gas-phase ion, C6H8IN2 (charge +1).

LUMO energy   -5.5 eV
Orbital gap   8.173 eV
Highest occupied orbital energy   -13.676 eV
Structure (SMILES)   C=C[C@@]1(C)N=C[NH+]=C1I
Net charge   +1

CARTESIAN COORDINATES (ANGSTROEM)
C: 1.826 1.725 0.918
C: 0.538 1.242 0.855
C: -0.059 0.029 -0.022
C: -0.003 0.618 -1.432
N: 0.747 -1.149 0.177
C: 0.096 -2.260 0.221
N: -1.280 -1.937 0.225
C: -1.453 -0.597 0.024
I: -3.196 0.452 -0.013
H: 2.084 2.426 1.670
H: 2.619 1.477 0.388
H: -0.320 1.499 1.503
H: -0.939 1.249 -1.576
H: 0.120 -0.185 -2.167
H: 0.900 1.217 -1.527
H: 0.428 -3.288 0.481
H: -2.108 -2.518 0.273



(2)
DFT (ωB97M-V/def2-TZVPD) results for a gas-phase ion, C6H8IN2 (charge +1).

LUMO energy   -5.0 eV
Orbital gap   8.327 eV
Highest occupied orbital energy   -13.330 eV
Net charge   +1

CARTESIAN COORDINATES (ANGSTROEM)
C: -2.209 1.943 -0.802
C: -1.097 1.258 -0.791
C: 0.633 -1.508 0.951
C: 0.823 -2.083 -0.404
C: 0.396 -0.561 -0.222
C: -1.683 -1.109 0.000
N: -3.559 1.610 -0.466
N: -0.954 -0.152 -0.437
I: -3.869 -0.316 0.201
H: -2.100 2.978 -1.123
H: -0.101 1.734 -0.879
H: -0.315 -1.760 1.479
H: 1.571 -1.214 1.615
H: 1.907 -2.091 -0.686
H: 0.182 -2.836 -0.709
H: 0.966 0.362 -0.354
H: -4.308 1.652 -1.149



(3)
DFT (ωB97M-V/def2-TZVPD) results for a single C6H8IN3 molecule.

LUMO energy   0.4 eV
Orbital gap   8.449 eV
Highest occupied orbital energy   -8.076 eV

CARTESIAN COORDINATES (ANGSTROEM)
C: 1.212 -0.508 0.151
C: 0.120 0.226 0.831
C: 1.548 2.759 -0.038
C: -1.019 -0.837 0.960
C: -1.506 -1.379 -0.372
C: -0.533 -0.854 -1.534
N: 0.089 1.423 1.294
N: 1.146 2.260 1.075
N: 0.817 -1.044 -1.010
I: 3.360 3.773 0.055
H: -0.721 -1.474 1.720
H: -1.812 -0.223 1.476
H: -1.307 -2.482 -0.490
H: -2.641 -1.206 -0.552
H: -0.709 -1.534 -2.355
H: -0.747 0.152 -1.845
H: 1.334 2.704 2.008
H: 1.370 -1.755 -1.373



(4)
DFT (ωB97M-V/def2-TZVPD) results for a single C6H8IN3O molecule.

LUMO energy   -0.7 eV
Orbital gap   8.062 eV
Highest occupied orbital energy   -8.801 eV
Structure (SMILES)   C[C@H]1CC(=O)N([C@H](I)C#N)N1

CARTESIAN COORDINATES (ANGSTROEM)
C: -0.932 -1.459 -0.183
C: 0.319 -0.452 -0.069
C: 0.310 0.605 -1.194
C: -0.172 1.848 -0.584
O: -0.398 2.871 -1.142
N: -0.319 1.676 0.764
C: -1.056 2.469 1.603
I: 0.331 3.525 3.150
C: -1.979 1.760 2.489
N: -2.639 1.169 3.209
N: 0.249 0.404 1.104
H: -1.971 -1.016 -0.089
H: -0.961 -2.236 0.560
H: -0.746 -1.905 -1.222
H: 1.153 -1.071 -0.111
H: -0.448 0.252 -1.898
H: 1.287 0.688 -1.677
H: -1.590 3.260 1.080
H: -0.259 0.105 1.981



(5)
DFT (ωB97M-V/def2-TZVPD) results for a single C6H8INO molecule.

LUMO energy   -0.2 eV
Orbital gap   8.544 eV
Highest occupied orbital energy   -8.744 eV
Structure (SMILES)   CC1=N[C@](O)(I)CC=C1

CARTESIAN COORDINATES (ANGSTROEM)
C: -1.418 1.883 1.189
C: -0.731 0.639 0.462
N: 0.103 0.001 1.167
C: 1.005 -1.095 0.441
O: 1.433 -2.168 1.128
I: 2.931 0.457 0.098
C: 0.636 -1.407 -1.010
C: -0.099 -0.243 -1.703
C: -0.802 0.582 -0.990
H: -1.624 2.806 0.568
H: -0.931 2.276 2.105
H: -2.261 1.356 1.521
H: 1.816 -2.079 1.963
H: -0.029 -2.251 -0.960
H: 1.451 -1.742 -1.612
H: -0.096 -0.363 -2.815
H: -1.384 1.348 -1.551



(6)
DFT (ωB97M-V/def2-TZVPD) results for 2 unconnected molecules or ions with the total composition C6H8INOS.

LUMO energy   0.4 eV
Orbital gap   8.751 eV
Highest occupied orbital energy   -8.352 eV
Structure (SMILES)   O=C=NCC1=CCCS1.I

CARTESIAN COORDINATES (ANGSTROEM)
O: -1.194 -3.159 -1.601
C: -0.120 -3.191 -1.230
N: 0.999 -3.444 -0.877
C: 1.738 -2.389 -0.223
C: 0.882 -1.193 -0.216
C: -0.074 -0.914 0.668
C: -0.857 0.308 0.301
C: -0.071 1.090 -0.802
S: 1.089 -0.093 -1.593
H: 2.700 -2.222 -0.586
H: 1.758 -2.852 0.896
H: -0.182 -1.271 1.703
H: -1.796 -0.043 -0.102
H: -1.178 1.007 1.040
H: -0.555 1.553 -1.569
H: 0.456 1.975 -0.465
I: 1.592 1.114 3.117
H: 2.052 2.202 4.063



(7)
DFT (ωB97M-V/def2-TZVPD) results for a molecular structure, C6H8InO7.

LUMO energy   -8.0 eV
Orbital gap   4.797 eV
Highest occupied orbital energy   -12.824 eV
Net charge   +1

CARTESIAN COORDINATES (ANGSTROEM)
In: -0.451 -1.991 2.070
C: -0.359 0.244 -2.775
C: -0.189 -0.216 -1.397
C: 1.007 0.341 -0.586
O: 1.059 0.127 0.629
C: 1.947 1.191 -1.252
C: 1.739 1.600 -2.526
C: 0.494 1.141 -3.312
O: 0.084 1.574 -4.427
O: 2.669 2.418 -2.973
O: -0.990 -0.974 -0.826
H: -1.282 -0.046 -3.255
H: 2.834 1.461 -0.698
O: -1.653 0.723 2.102
H: -1.241 1.484 1.693
H: -2.434 1.074 2.529
O: 2.333 -1.793 3.165
H: 2.787 -0.976 2.960
H: 2.903 -2.233 3.796
O: -3.366 -1.740 1.748
H: -4.052 -2.214 2.218
H: -3.839 -1.195 1.119



(8)
DFT (ωB97M-V/def2-TZVPD) results for a molecular structure, C6H8KN2O4S.

LUMO energy   1.5 eV
Orbital gap   5.279 eV
Highest occupied orbital energy   -3.809 eV
Net charge   -1

CARTESIAN COORDINATES (ANGSTROEM)
K: -0.856 0.024 -0.396
S: 0.215 -2.111 2.092
O: 1.398 -1.800 2.953
O: 0.711 -2.406 0.707
O: -0.577 -3.225 2.629
O: -0.643 -0.872 1.994
C: -5.454 0.669 -3.377
C: -4.355 0.528 -2.417
N: -3.491 0.405 -1.674
H: -5.945 -0.298 -3.478
H: -5.042 0.937 -4.347
H: -6.164 1.413 -3.034
N: 2.685 -0.212 1.440
C: 3.896 -0.091 0.824
C: 3.944 1.122 0.181
C: 2.696 1.763 0.426
C: 1.957 0.893 1.214
H: 2.313 -0.994 2.022
H: 4.572 -0.929 0.846
H: 4.787 1.498 -0.377
H: 2.365 2.731 0.085
H: 0.986 0.957 1.685



(9)
DFT (ωB97M-V/def2-TZVPD) results for a molecular structure, C6H8LiO3.

LUMO energy   -6.2 eV
Orbital gap   4.928 eV
Highest occupied orbital energy   -11.116 eV
Net charge   +1

CARTESIAN COORDINATES (ANGSTROEM)
Li: 1.683 -2.207 -0.646
O: 0.210 -1.750 -1.764
C: 0.703 -0.620 -1.657
O: 0.111 0.293 -2.473
C: -0.100 1.584 -1.935
C: -0.963 1.478 -0.694
H: -0.631 2.203 -2.670
H: 0.876 2.025 -1.692
H: -1.310 2.458 -0.357
H: -1.779 0.756 -0.815
O: -0.082 0.983 0.349
C: -0.410 0.031 1.147
C: 0.605 -0.551 1.952
C: 0.364 -1.729 2.572
H: -1.353 -0.502 0.969
H: 1.550 -0.015 2.057
H: -0.515 -2.328 2.323
H: 1.043 -2.109 3.335



(10)
DFT (ωB97M-V/def2-TZVPD) results for a molecular structure, C6H8LiO6.

LUMO energy   3.0 eV
Orbital gap   7.166 eV
Highest occupied orbital energy   -4.152 eV
Net charge   -1

CARTESIAN COORDINATES (ANGSTROEM)
O: -0.337 -2.294 -0.722
O: 0.391 -0.901 -2.189
C: 0.254 -2.121 -1.995
C: -0.675 -3.625 -0.355
C: -1.641 -3.605 0.809
H: -1.121 -4.129 -1.226
H: 0.241 -4.175 -0.084
H: -2.565 -3.073 0.543
H: -1.899 -4.636 1.089
H: -1.193 -3.115 1.685
C: 1.127 2.275 0.708
C: 1.198 3.026 -0.634
O: 0.802 4.369 -0.354
C: 0.184 4.432 0.837
O: 0.241 3.295 1.481
O: -0.387 5.431 1.212
O: 0.630 1.070 0.707
H: 2.082 2.368 1.269
H: 0.492 2.584 -1.353
H: 2.209 3.036 -1.057
Li: -0.034 -0.213 -0.371



(11)
DFT (ωB97M-V/def2-TZVPD) results for a gas-phase ion, C6H8N (charge +1).

LUMO energy   -5.9 eV
Orbital gap   8.007 eV
Highest occupied orbital energy   -13.934 eV
Net charge   +1

CARTESIAN COORDINATES (ANGSTROEM)
C: 1.258 -0.018 -1.214
C: -0.346 -0.308 -1.360
C: 0.538 -0.073 1.053
C: 1.861 -0.061 0.051
C: -0.722 -0.242 0.093
C: -1.782 0.297 -1.601
N: -1.785 0.742 -0.184
H: 1.822 0.101 -2.102
H: -0.680 -1.185 -1.976
H: 0.769 -0.630 1.880
H: 0.568 0.994 1.526
H: 2.863 -0.307 0.415
H: -1.299 -1.150 0.304
H: -2.680 0.654 0.302
H: -1.624 1.718 -0.293



(12)
DFT (ωB97M-V/def2-TZVPD) results for a gas-phase ion, C6H8N (charge +1).

LUMO energy (alpha / beta)   -6.4 / -6.4 eV
Orbital gap (alpha / beta)   8.555 / 8.555 eV
Highest occupied orbital energy (alpha / beta)   -14.919 / -14.919 eV
Structure (SMILES)   C=CC1=[N+]2C[C@@H]2C1
Net charge   +1

CARTESIAN COORDINATES (ANGSTROEM)
C: -0.966 2.372 -0.303
C: -0.976 1.245 -1.042
C: 0.088 0.033 -0.689
N: 0.889 -1.234 -1.244
C: 0.188 -2.227 -0.510
C: 1.298 -1.428 0.175
C: 0.654 -0.162 0.617
H: -0.248 2.702 0.534
H: -1.734 3.187 -0.263
H: -1.604 1.021 -1.840
H: 0.353 -3.247 -0.798
H: -0.802 -2.083 -0.272
H: 2.094 -2.033 0.666
H: 1.314 0.746 0.359
H: 0.214 -0.090 1.608